1.
Entry from OMol25: C34H56MnN3OP2S as an isolated structure at a distorted geometry (ωB97M-V/def2-TZVPD).

Properties
E_LUMO (alpha / beta)   -2.1524 / -4.3977 eV
HOMO (alpha / beta)   -6.6680 / -9.6903 eV
E_tot   -103410.536 eV
2S+1   6
Charge   +1
Gap between HOMO and LUMO (alpha / beta)   4.516 / 5.293 eV

Last column: Löwdin charge in e.
Positions of all 98 atoms, in Å:
1 C 2.347 -0.021 1.660  -0.317
2 C 1.172 2.018 1.705  -0.324
3 C 3.352 0.498 2.478  -0.004
4 C 2.095 2.524 2.659  0.007
5 C 3.196 1.779 3.018  -0.027
6 H 4.206 -0.132 2.699  0.123
7 H 1.920 3.534 3.024  0.124
8 H 3.943 2.174 3.704  0.122
9 N 1.288 0.707 1.290  0.048
10 P 0.744 -2.174 0.913  1.117
11 P -0.731 2.464 -0.345  1.106
12 C 2.437 -1.451 1.145  -0.250
13 H 2.966 -1.449 0.178  0.076
14 H 3.047 -2.063 1.823  0.084
15 C -1.643 -0.149 -1.151  -0.249
16 O -2.340 -0.177 -2.102  0.101
17 C 0.191 2.840 1.114  -0.178
18 H 0.136 3.860 1.511  0.092
19 C 0.302 3.376 -1.704  -0.634
20 C -2.409 3.376 -0.147  -0.652
21 C 0.903 -3.585 -0.372  -0.651
22 C 0.416 -2.847 2.656  -0.665
23 C -0.074 2.722 -3.037  -0.089
24 H -1.150 2.773 -3.247  0.076
25 H 0.455 3.229 -3.859  0.100
26 H 0.218 1.664 -3.039  0.037
27 C 0.078 4.890 -1.748  -0.088
28 H -0.939 5.177 -2.031  0.066
29 H 0.346 5.362 -0.795  0.087
30 H 0.751 5.312 -2.512  0.097
31 C 1.786 3.155 -1.393  -0.095
32 H 2.403 3.648 -2.160  0.095
33 H 2.058 3.578 -0.418  0.084
34 H 2.039 2.090 -1.385  0.045
35 C -3.096 3.451 -1.520  -0.084
36 H -3.184 2.458 -1.978  0.075
37 H -4.115 3.843 -1.375  0.100
38 H -2.589 4.119 -2.225  0.063
39 C -3.315 2.582 0.800  -0.128
40 H -3.570 1.594 0.400  0.054
41 H -2.852 2.446 1.784  0.051
42 H -4.257 3.135 0.943  0.100
43 C -2.259 4.769 0.474  -0.090
44 H -1.662 5.461 -0.124  0.056
45 H -3.266 5.206 0.561  0.099
46 H -1.831 4.715 1.480  0.078
47 C -0.997 -3.443 2.655  -0.081
48 H -1.242 -3.773 3.676  0.101
49 H -1.741 -2.699 2.351  0.045
50 H -1.091 -4.311 1.992  0.065
51 C 0.481 -1.689 3.662  -0.119
52 H 1.491 -1.267 3.745  0.076
53 H -0.214 -0.883 3.382  -0.021
54 H 0.178 -2.060 4.653  0.097
55 C 1.443 -3.901 3.107  -0.084
56 H 1.368 -4.000 4.201  0.094
57 H 1.244 -4.891 2.687  0.063
58 H 2.477 -3.620 2.879  0.071
59 C 2.198 -3.385 -1.161  -0.116
60 H 3.096 -3.530 -0.545  0.095
61 H 2.245 -4.120 -1.980  0.103
62 H 2.228 -2.386 -1.606  0.017
63 C -0.299 -3.445 -1.324  -0.096
64 H -0.275 -2.494 -1.872  0.049
65 H -0.273 -4.263 -2.058  0.095
66 H -1.252 -3.500 -0.779  0.090
67 C 0.920 -5.005 0.201  -0.091
68 H 1.815 -5.196 0.804  0.078
69 H 0.021 -5.246 0.777  0.069
70 H 0.954 -5.709 -0.646  0.096
71 Mn -0.350 -0.110 0.086  0.092
72 N 0.963 -0.273 -1.353  0.127
73 C 1.706 0.013 -2.217  -0.043
74 C 2.496 -0.071 -3.505  -0.558
75 C 3.358 1.181 -3.669  -0.044
76 C 3.422 -1.290 -3.488  -0.044
77 C 1.532 -0.207 -4.688  -0.023
78 H 2.739 2.082 -3.767  0.071
79 H 4.030 1.297 -2.808  0.102
80 H 3.971 1.089 -4.576  0.104
81 H 2.845 -2.222 -3.524  0.081
82 H 4.068 -1.284 -4.377  0.106
83 H 4.073 -1.277 -2.604  0.101
84 H 2.102 -0.263 -5.625  0.107
85 H 0.943 -1.129 -4.598  0.100
86 H 0.852 0.649 -4.759  0.079
87 S -1.695 0.044 1.914  0.736
88 C -3.236 -0.745 2.022  -0.658
89 N -3.656 -1.052 3.304  -0.012
90 C -4.846 -1.673 3.576  -0.116
91 C -5.700 -1.958 2.531  -0.102
92 C -5.327 -1.632 1.219  -0.124
93 C -4.091 -1.041 0.966  -0.126
94 H -3.025 -0.831 4.074  0.132
95 H -5.038 -1.893 4.622  0.112
96 H -6.657 -2.432 2.737  0.104
97 H -6.003 -1.838 0.393  0.093
98 H -3.761 -0.796 -0.041  0.071

=====

2.
Entry from OMol25: C34H58BN4O5P2STl as an isolated structure (ωB97M-V/def2-TZVPD).

Properties
E_LUMO   4.1483 eV
HOMO   -0.6930 eV
E_tot   -87183.099 eV
Relative energy (zero: lowest compared OMol25 entry of this formula, charge and spin)   20.2 kcal per mole
Charge   -2
Gap between HOMO and LUMO   4.841 eV

Last column: Löwdin charge in e.
Positions of all 106 atoms, in Å:
1 Tl -1.446 -0.493 -0.476  0.639
2 C -4.604 4.202 2.157  -0.103
3 C -3.884 3.492 1.005  -0.697
4 C -4.715 3.595 -0.277  -0.097
5 C -2.553 4.226 0.750  -0.104
6 P -3.387 1.689 1.227  1.103
7 C -2.600 1.803 2.902  -0.306
8 N -1.698 0.691 3.159  -0.050
9 B -0.821 -0.010 2.184  -0.463
10 N -0.217 -1.029 3.074  -0.047
11 C 0.697 -2.103 2.720  -0.327
12 P 1.151 -2.031 0.926  1.074
13 C 2.838 -1.200 0.994  -0.693
14 C 3.217 -0.821 -0.446  -0.097
15 C 3.978 -1.982 1.639  -0.104
16 C 2.637 0.112 1.769  -0.103
17 C 1.376 -3.871 0.577  -0.706
18 C 2.036 -4.025 -0.799  -0.106
19 C 2.108 -4.736 1.607  -0.101
20 C -0.066 -4.394 0.441  -0.124
21 C -0.703 -0.946 4.364  -0.195
22 C -0.428 -1.710 5.484  -0.038
23 C -1.069 -1.392 6.689  -0.141
24 C -1.954 -0.327 6.755  -0.140
25 C -2.233 0.449 5.620  -0.039
26 C -1.612 0.134 4.422  -0.201
27 C -4.921 0.647 1.576  -0.700
28 C -6.016 1.254 2.448  -0.106
29 C -5.515 0.248 0.216  -0.110
30 C -4.425 -0.639 2.258  -0.102
31 H -4.600 5.282 1.961  0.076
32 H -4.104 4.050 3.116  0.067
33 H -5.643 3.894 2.262  0.051
34 H -4.862 4.652 -0.527  0.081
35 H -5.701 3.141 -0.159  0.054
36 H -4.206 3.120 -1.120  0.083
37 H -2.774 5.230 0.368  0.083
38 H -1.922 3.719 0.015  0.055
39 H -1.975 4.343 1.670  0.068
40 H -3.361 1.848 3.686  0.066
41 H -2.056 2.750 2.927  0.081
42 H 0.219 -3.068 2.915  0.077
43 H 1.596 -2.070 3.350  0.083
44 H 3.389 -1.693 -1.078  0.060
45 H 4.135 -0.222 -0.438  0.086
46 H 2.431 -0.233 -0.919  0.060
47 H 4.288 -2.830 1.026  0.058
48 H 3.717 -2.352 2.634  0.068
49 H 4.848 -1.323 1.748  0.078
50 H 1.788 0.681 1.384  0.068
51 H 3.543 0.721 1.667  0.083
52 H 2.462 -0.062 2.834  0.075
53 H 3.111 -3.842 -0.758  0.062
54 H 1.602 -3.337 -1.530  0.073
55 H 1.887 -5.046 -1.170  0.079
56 H 3.184 -4.574 1.593  0.054
57 H 1.935 -5.796 1.383  0.074
58 H 1.757 -4.562 2.627  0.066
59 H -0.603 -3.870 -0.352  0.059
60 H -0.647 -4.272 1.359  0.072
61 H -0.043 -5.463 0.200  0.076
62 H 0.268 -2.538 5.428  0.092
63 H -0.864 -1.981 7.576  0.079
64 H -2.437 -0.086 7.694  0.080
65 H -2.920 1.283 5.690  0.091
66 H -6.536 2.066 1.938  0.058
67 H -5.627 1.633 3.397  0.070
68 H -6.761 0.482 2.683  0.076
69 H -5.998 1.087 -0.285  0.059
70 H -6.268 -0.536 0.363  0.076
71 H -4.747 -0.137 -0.458  0.059
72 H -4.104 -0.464 3.287  0.074
73 H -3.590 -1.093 1.721  0.051
74 H -5.250 -1.361 2.280  0.080
75 C 5.164 -1.099 -5.800  -0.094
76 C 4.712 -0.412 -4.520  -0.251
77 N 4.254 0.955 -4.755  -0.083
78 C 5.343 1.912 -4.912  -0.256
79 C 5.080 2.889 -6.049  -0.088
80 C 3.162 1.440 -3.965  -0.403
81 O 3.286 2.503 -3.368  0.045
82 C 1.956 0.639 -3.970  -0.134
83 C 1.680 -0.318 -4.933  -0.086
84 C 0.662 -1.241 -4.742  -0.107
85 C 0.115 -1.285 -3.438  -0.226
86 N 0.335 -0.414 -2.498  -0.015
87 C 0.952 0.830 -2.902  -0.339
88 H 5.508 -2.115 -5.592  0.065
89 H 5.984 -0.557 -6.278  0.058
90 H 4.336 -1.152 -6.509  0.062
91 H 5.541 -0.407 -3.795  0.114
92 H 3.900 -0.975 -4.066  0.106
93 H 6.260 1.350 -5.105  0.099
94 H 5.478 2.469 -3.981  0.108
95 H 4.922 2.353 -6.987  0.065
96 H 5.915 3.584 -6.175  0.060
97 H 4.182 3.470 -5.834  0.073
98 H 2.302 -0.365 -5.823  0.096
99 H 0.403 -1.986 -5.482  0.065
100 H -0.490 -2.149 -3.146  0.085
101 H 1.374 1.333 -2.037  0.119
102 O -1.585 3.555 -2.752  -0.334
103 S -1.280 2.182 -2.413  0.326
104 O -0.099 1.764 -3.412  -0.198
105 O -0.705 1.993 -1.066  -0.453
106 O -2.378 1.253 -2.650  -0.417